The following is a DFT calculation (the ωB97M-V functional and the def2-TZVPD basis) of an isolated molecule of C21H16N2O4.

Each line ends with the Mulliken charge.
Cartesian coordinates (Å):
C (-8.5561, -0.4253, -0.7806)  -1.505
C (-7.1333, -0.6485, -0.3744)  1.064
C (-6.1663, 0.2953, -0.5901)  -0.390
C (-4.8274, 0.0765, -0.2046)  -0.140
N (-3.9341, 1.0537, -0.4518)  -0.632
C (-2.7086, 0.8135, -0.0838)  -0.013
C (-2.2387, -0.3787, 0.5558)  0.925
C (-3.1477, -1.3817, 0.8113)  -0.890
C (-4.4780, -1.1607, 0.4256)  0.949
C (-5.4986, -2.1171, 0.6356)  -0.996
C (-6.7802, -1.8679, 0.2485)  -0.536
H (-7.5510, -2.6069, 0.4147)  0.408
H (-5.2371, -3.0520, 1.1112)  0.387
H (-2.8597, -2.3070, 1.2904)  0.435
C (-0.8463, -0.1574, 0.7596)  -1.123
C (-0.5799, 1.0833, 0.2586)  0.861
C (0.6943, 1.8376, 0.1456)  0.327
O (0.8438, 2.7735, -0.6099)  -0.643
N (1.6688, 1.3907, 0.9782)  -0.078
H (1.5140, 0.5691, 1.5380)  0.202
C (3.0178, 1.9171, 0.9259)  -1.190
C (3.9674, 0.9277, 0.2987)  0.515
C (3.7882, 0.5656, -1.0289)  -0.419
C (4.6140, -0.3620, -1.6565)  -1.026
C (5.6253, -0.9074, -0.9032)  1.031
C (5.8117, -0.5491, 0.4327)  0.890
C (4.9941, 0.3600, 1.0576)  -1.211
H (5.1504, 0.6282, 2.0894)  0.375
O (6.8802, -1.2372, 0.9436)  -0.489
C (7.3726, -2.0285, -0.1169)  -0.227
O (6.5734, -1.8281, -1.2625)  -0.480
H (8.4136, -1.7421, -0.3382)  0.243
H (7.3435, -3.0912, 0.1721)  0.241
H (4.4745, -0.6392, -2.6875)  0.436
H (2.9876, 1.0230, -1.5895)  0.493
H (2.9609, 2.8267, 0.3212)  0.382
H (3.3445, 2.1744, 1.9371)  0.414
O (-1.6935, 1.6742, -0.2553)  -0.432
H (-0.1564, -0.8503, 1.1989)  0.420
H (-6.3952, 1.2378, -1.0624)  0.405
H (-8.6807, 0.5495, -1.2435)  0.345
H (-9.2106, -0.4876, 0.0882)  0.337
H (-8.8709, -1.1922, -1.4875)  0.335

Summary:
ΔE to the lowest compared entry with this formula, charge and spin in eV: 1.902
Gap between HOMO and LUMO in eV: 7.888
SMILES string: Cc1ccc2cc3cc(C(=O)NCc4ccc5c(c4)OCO5)oc3nc2c1
Spin multiplicity: 1

***

The following is a DFT calculation (the ωB97M-V functional and the def2-TZVPD basis) of FHO2PSm as an isolated structure.

Each line ends with the Mulliken charge.
Cartesian coordinates (Å):
P (1.9070, 0.8426, 0.0353)  0.675
O (2.8212, -0.3395, -0.0500)  -0.370
O (0.4668, -0.0564, 0.1801)  -0.579
F (-4.0310, 0.2732, -0.1520)  -0.432
Sm (-1.9642, 0.3223, -0.0985)  2.278
H (0.8002, -1.0422, 0.0850)  0.429

Summary:
ΔE to the lowest compared entry with this formula, charge and spin in eV: 0.000
Gap between HOMO and LUMO (alpha / beta) in eV: 5.894 / 8.408
Net charge: +2
Spin multiplicity: 6
<S²>: 8.76

***

The following is a DFT calculation (the ωB97M-V functional and the def2-TZVPD basis) of C27H25AsO8PS2V as an isolated structure.

Each line ends with the Mulliken charge.
Cartesian coordinates (Å):
V (-0.0867, 0.1041, -1.4566)  0.542
O (2.9808, -1.0344, 0.2723)  -0.599
As (2.6057, 0.5850, -0.3525)  0.272
O (1.9756, -0.0808, -2.1089)  0.112
O (0.9896, 0.7519, 0.1316)  -0.503
C (2.5274, -1.1490, -2.7095)  0.212
C (3.8636, -1.1251, -3.1086)  -0.726
C (4.4193, -2.2085, -3.7671)  -0.496
C (3.6571, -3.3353, -4.0459)  -0.685
C (2.3307, -3.3724, -3.6460)  -0.466
C (1.7677, -2.2938, -2.9822)  -0.393
S (0.0958, -2.4011, -2.4021)  1.964
O (-0.6756, -1.3371, -3.0770)  -0.691
O (-0.3692, -3.7377, -2.6421)  -0.742
O (0.1938, -1.9990, -0.9741)  -0.684
H (2.1497, -1.5302, 0.3691)  0.308
H (4.4517, -0.2407, -2.8984)  0.449
H (5.4582, -2.1686, -4.0713)  0.382
H (4.0924, -4.1798, -4.5637)  0.387
H (1.7151, -4.2434, -3.8274)  0.496
O (1.5178, 3.0926, -2.0681)  -0.741
C (0.3434, 2.8073, -1.8856)  -0.101
O (-0.3360, 1.8837, -2.4925)  -0.770
C (-0.4767, 3.5480, -0.8499)  0.208
C (-0.0832, 4.8307, -0.4933)  -0.429
C (-0.8221, 5.5741, 0.4130)  -0.586
C (-1.9581, 5.0189, 0.9809)  -0.832
C (-2.3437, 3.7286, 0.6428)  -0.326
C (-1.6181, 2.9737, -0.2770)  0.305
P (-2.1236, 1.2570, -0.7551)  2.731
C (-3.3681, 1.6101, -2.0533)  -0.156
C (-3.2872, 0.8831, -3.2369)  -0.254
C (-4.2081, 1.0968, -4.2554)  -0.810
C (-5.2121, 2.0398, -4.1000)  -0.437
C (-5.2976, 2.7710, -2.9215)  -0.754
C (-4.3803, 2.5555, -1.9048)  0.088
C (-3.1839, 0.7928, 0.6666)  0.068
C (-2.6492, 0.8716, 1.9536)  -0.175
C (-3.3692, 0.4250, 3.0487)  -0.767
C (-4.6293, -0.1317, 2.8745)  -0.485
C (-5.1592, -0.2391, 1.5983)  -0.660
C (-4.4434, 0.2244, 0.5020)  -0.743
H (0.8182, 5.2245, -0.9450)  0.492
H (-0.5134, 6.5784, 0.6770)  0.385
H (-2.5462, 5.5825, 1.6955)  0.416
H (-3.2198, 3.3039, 1.1167)  0.402
H (-2.4962, 0.1529, -3.3611)  0.316
H (-4.1331, 0.5259, -5.1725)  0.429
H (-5.9267, 2.2098, -4.8965)  0.362
H (-6.0770, 3.5126, -2.7942)  0.401
H (-4.4524, 3.1298, -0.9890)  0.302
H (-1.6495, 1.2679, 2.0951)  0.467
H (-2.9367, 0.4971, 4.0391)  0.371
H (-5.1919, -0.4862, 3.7297)  0.371
H (-6.1364, -0.6837, 1.4505)  0.387
H (-4.8686, 0.1318, -0.4900)  0.406
C (-2.8352, -2.8876, -0.3912)  -0.561
S (-2.1694, -2.5256, 1.2357)  0.101
C (-2.9579, -3.8641, 2.1456)  -0.990
H (-2.3960, -3.7872, -0.8212)  0.415
H (-2.5871, -2.0434, -1.0362)  -0.330
H (-3.9225, -2.9789, -0.3431)  0.457
H (-4.0467, -3.7867, 2.1078)  0.249
H (-2.6446, -3.7881, 3.1868)  0.334
H (-2.6562, -4.8420, 1.7667)  0.310

Summary:
ΔE to the lowest compared entry with this formula, charge and spin in eV: 0.000
Gap between HOMO and LUMO (alpha / beta) in eV: 6.336 / 5.714
Net charge: -1
Spin multiplicity: 2
<S²>: 0.78

***

The following is a DFT calculation (the ωB97M-V functional and the def2-TZVPD basis) of a 3-piece molecular cluster, C15H36BN3O6 overall.

Each line ends with the Mulliken charge.
Cartesian coordinates (Å):
O (0.6654, -1.5484, -0.7038)  -0.512
C (-0.2914, -0.7416, -0.8544)  0.418
O (-0.1014, 0.4379, -1.6450)  -0.435
C (-1.7051, -1.1622, -0.1412)  -0.328
N (-2.8829, -0.4477, -0.7156)  -0.160
C (-4.0292, -1.3331, -0.9622)  0.661
O (-4.2724, -2.4056, -0.3803)  -0.517
O (-5.0150, -0.9006, -1.9456)  -0.489
B (-6.0458, -0.2393, -1.1275)  0.619
O (-7.3049, -0.8305, -0.7854)  -0.486
O (-5.7045, 1.0716, -0.6144)  -0.479
H (0.8261, 0.7153, -1.4318)  0.352
H (-1.6142, -0.8211, 0.9522)  0.251
H (-1.7484, -2.2944, -0.2060)  0.344
H (-3.2072, 0.2193, 0.0123)  0.105
H (-7.9164, -0.8002, -1.5613)  0.314
H (-5.6445, 0.9213, 0.3622)  0.298
C (-3.4906, 5.2916, -0.1204)  -1.337
C (-3.6441, 4.7111, 1.2810)  -0.442
N (-2.9465, 3.4437, 1.4685)  0.421
C (-3.3280, 2.7536, 2.7024)  -0.543
C (-2.9866, 3.4347, 4.0270)  -1.233
C (-1.5214, 3.4380, 1.1665)  -0.533
C (-0.6297, 4.4173, 1.9289)  -1.134
H (-3.8002, 4.5711, -0.8819)  0.260
H (-4.1199, 6.1795, -0.2239)  0.436
H (-2.4620, 5.5969, -0.3264)  0.293
H (-4.7148, 4.5506, 1.4428)  0.419
H (-3.3256, 5.4644, 2.0133)  0.270
H (-2.8952, 1.7457, 2.7026)  0.244
H (-4.4122, 2.5893, 2.6779)  0.393
H (-1.9231, 3.3643, 4.2550)  0.245
H (-3.5198, 2.9369, 4.8425)  0.438
H (-3.2809, 4.4858, 4.0428)  0.278
H (-1.4001, 3.6292, 0.0949)  0.431
H (-1.1267, 2.4239, 1.2990)  0.163
H (-1.0582, 5.4206, 1.9826)  0.253
H (0.3353, 4.5058, 1.4205)  0.398
H (-0.4226, 4.0729, 2.9424)  0.291
C (6.4352, -5.2612, -2.6346)  -1.432
C (6.1467, -4.5089, -1.3401)  -0.313
N (5.7406, -3.1237, -1.5467)  0.116
C (5.7466, -2.3330, -0.3186)  -0.693
C (4.7614, -2.7245, 0.7824)  -0.807
C (4.5924, -2.9110, -2.4206)  -0.762
C (3.2759, -3.5882, -2.0429)  -0.609
H (7.1771, -4.7342, -3.2403)  0.326
H (6.8337, -6.2532, -2.4051)  0.432
H (5.5332, -5.4044, -3.2342)  0.296
H (7.0707, -4.5207, -0.7529)  0.439
H (5.4009, -5.0712, -0.7627)  0.253
H (5.5930, -1.2769, -0.5682)  0.335
H (6.7576, -2.3741, 0.1038)  0.387
H (3.7416, -2.4275, 0.5364)  0.085
H (5.0270, -2.2099, 1.7109)  0.399
H (4.7747, -3.7961, 0.9917)  0.261
H (4.8651, -3.2396, -3.4296)  0.354
H (4.4153, -1.8354, -2.5313)  0.309
H (3.4096, -4.6320, -1.7486)  0.241
H (2.5997, -3.5802, -2.9033)  0.404
H (2.7666, -3.0617, -1.2359)  0.011

Summary:
ΔE to the lowest compared entry with this formula, charge and spin in eV: 1.668
Gap between HOMO and LUMO in eV: 7.939
SMILES string: O=C(O)CNC(=O)OB(O)O.CCN(CC)CC.CCN(CC)CC
Spin multiplicity: 1

***

The following is a DFT calculation (the ωB97M-V functional and the def2-TZVPD basis) of C7H15N4 as an isolated structure.

Each line ends with the Mulliken charge.
Cartesian coordinates (Å):
C (1.5834, 0.9269, -0.8674)  -0.247
C (1.3348, 1.2502, 0.4471)  0.097
C (-1.3751, -0.1903, -1.1713)  -0.870
C (-0.6694, -1.4219, -0.5381)  -0.709
C (-0.3977, 0.3564, 0.8994)  -0.645
C (-1.3999, 2.1628, -0.4006)  -0.840
C (0.5059, -1.8555, 1.5761)  -0.786
N (2.1135, -0.3097, -1.1662)  -0.254
N (1.9015, 1.7254, 1.3968)  -0.597
N (-1.2762, 0.7900, -0.0646)  0.073
N (-0.2071, -0.9751, 0.7403)  0.182
H (1.1682, 1.5889, -1.7213)  0.372
H (-0.9579, 0.1141, -2.0202)  0.461
H (-2.3850, -0.3164, -1.3588)  0.515
H (-1.2990, -2.2335, -0.2842)  0.565
H (0.0954, -1.8568, -1.1269)  0.392
H (-0.4852, 0.6943, 1.9409)  0.737
H (-0.2728, 2.6326, -0.2339)  0.262
H (-1.7828, 2.3044, -1.4295)  0.343
H (-2.1360, 2.6610, 0.1806)  0.297
H (0.8119, -1.3802, 2.5043)  0.323
H (-0.1711, -2.7989, 1.7587)  0.288
H (1.5797, -1.9824, 1.0275)  0.219
H (2.5504, -0.3166, -2.0253)  0.249
H (1.3790, 1.8466, 2.3703)  0.313
H (2.7050, -0.4565, -0.4114)  0.261

Summary:
ΔE to the lowest compared entry with this formula, charge and spin in eV: 4.485
Gap between HOMO and LUMO in eV: 7.329
Net charge: +1
Spin multiplicity: 1

***

The following is a DFT calculation (the ωB97M-V functional and the def2-TZVPD basis) of a 5-piece molecular cluster, CH12NO4 overall.

Each line ends with the Mulliken charge.
Cartesian coordinates (Å):
C (1.9064, 1.1172, -2.1933)  -0.066
N (2.0983, 0.7749, -0.9502)  -0.151
H (0.8474, 1.2100, -2.4201)  0.281
H (2.8492, 1.1816, -2.7931)  0.266
H (3.0831, 0.7108, -0.6941)  0.263
H (1.2671, 0.3782, -0.2564)  0.380
H (-2.9531, -1.1754, 0.0524)  0.312
H (-2.9829, -1.9927, 1.1850)  0.318
O (-2.4428, -1.9136, 0.3907)  -0.608
H (-0.3037, -2.6676, -0.2809)  0.317
H (1.1685, -2.9908, -0.0856)  0.291
O (0.4593, -2.5580, 0.3087)  -0.669
H (0.0025, -0.7198, 0.6993)  0.370
H (-0.4195, 0.6883, 1.2333)  0.382
O (0.2662, 0.1710, 0.7898)  -0.657
H (-1.6401, 2.9187, 0.9695)  0.301
H (-1.9032, 2.4608, 2.3890)  0.316
O (-1.3027, 2.4066, 1.6559)  -0.645

Summary:
ΔE to the lowest compared entry with this formula, charge and spin in eV: 1.005
Gap between HOMO and LUMO in eV: 10.400
Net charge: +1
Spin multiplicity: 1

***

ΔE to the lowest compared entry with this formula, charge and spin of number 5 (C7H15N4)?
4.485 eV

***

What is the ΔE to the lowest compared entry with this formula, charge and spin in the first record?
1.902 eV